# 1
Below is C7H7N3O3 as an isolated structure, with properties calculated with wB97M-V/def2-TZVPD.

E: -660.6343 Ha
LUMO (alpha / beta): -1.81 / -1.81 eV
E_HOMO (alpha / beta): -8.57 / -8.57 eV
Charge: 0
Frontier orbital gap (alpha / beta): 0.248 / 0.249 Eh
ΔE to the lowest compared entry with this formula, charge and spin: 174.6 kcal per mole

```
20
C7H7N3O3, DFT wB97M-V/def2-TZVPD
C -1.62475 2.28651 -0.31682
C -2.60929 1.53612 0.28256
C -0.39354 1.68479 -0.29032
C -2.54570 0.10538 0.39164
C -0.28237 0.32232 -0.04740
C 0.88373 -0.43015 0.08979
C 0.38076 -2.66573 -0.39487
N -1.35232 -0.48790 0.20455
N 2.30112 0.73848 -0.13949
N 3.45410 0.21631 0.26398
O 4.44308 0.82503 -0.19239
O 3.51010 -0.67924 1.07119
O 1.17828 -1.63761 0.18595
H -1.62308 3.37419 -0.40443
H -3.58245 2.03977 0.47575
H 0.54623 2.16827 -0.53837
H -3.39970 -0.53629 0.68063
H 0.43439 -2.63621 -1.45313
H -0.66369 -2.65143 0.13090
H 0.94510 -3.57265 0.00031
```



# 2
Below is a 2-piece molecular cluster, C7H7NO4S2 overall, with properties calculated with wB97M-V/def2-TZVPD.

E: -1422.9313 Ha
LUMO: 5.46 eV
E_HOMO: -1.20 eV
Charge: -2
Frontier orbital gap: 0.245 Eh
ΔE to the lowest compared entry with this formula, charge and spin: 0.0 kcal per mole

```
21
C7H7NO4S2, DFT wB97M-V/def2-TZVPD
C -3.10059 -1.29378 -0.81863
C -3.19195 -0.02163 -1.36224
C -2.14036 -1.55287 0.15157
C -2.28888 0.95071 -0.95788
C -1.24276 -0.56546 0.62928
C -1.25277 0.69321 -0.03799
C 3.58234 0.42546 0.71524
N 2.72816 -0.90301 0.36768
O 5.12873 -1.91246 0.85401
O -0.46475 2.25169 1.89936
O -0.57736 3.18315 -0.42550
O 4.66833 -1.03524 -1.33325
S -0.04778 2.08459 0.47404
S 4.25382 -1.04081 0.05226
H -3.93064 -1.96449 -1.05308
H -3.95714 0.24797 -2.01038
H -2.28192 -2.56183 0.70927
H -2.15583 1.94769 -1.17964
H -0.57304 -0.80394 1.45854
H 3.30774 1.24535 0.01280
H 3.53665 0.62570 1.85455
```



- Which value of E does entry 2 give?
  -1422.9313 Ha